No. 1
The following is a quantum chemistry calculation of a single C3H3IS molecule, from the OMol25 dataset.

Each line ends with the Mulliken charge.
CARTESIAN COORDINATES (ANGSTROEM)
H 2.62616 0.88930 -1.98543  0.337
S -2.84259 -1.70938 -0.44778  -0.378
I -1.91310 0.84961 0.00400  0.465
H 0.35248 0.77987 1.52762  0.391
C 0.09242 0.85905 0.45668  -0.732
C 1.70396 0.67854 -1.52788  -0.055
C 0.96187 0.85875 -0.57298  -0.115
H -3.66916 -0.83005 -0.96436  0.087

Computed properties:
- net charge = 0
- frontier orbital gap (eV) = 5.514
- molar mass (g/mol) = 198.028
- largest force on an atom (hartree/bohr) = 0.0647
- highest occupied orbital energy (eV) = -7.7
- energy relative to the best compared isomer or geometry (same formula, charge and spin) (kJ/mol) = 290.6

***

No. 2
The following is a quantum chemistry calculation of a 3-piece molecular cluster, C7H13N2O10PS overall, from the OMol25 dataset.

Each line ends with the Mulliken charge.
CARTESIAN COORDINATES (ANGSTROEM)
H -2.82677 0.38944 5.80426  0.256
H 1.25915 1.43317 -0.70633  0.181
P -0.63352 -1.67122 3.28126  0.618
H -2.61464 1.90403 5.34470  0.293
H -0.42264 0.62475 -7.20298  0.284
O -4.19105 -0.56852 3.59867  -0.420
H 4.05739 0.40607 -1.40322  0.298
H -2.08291 -0.26937 -5.18579  0.288
O -2.41979 0.68414 3.86278  -0.157
C -3.03522 -0.54166 3.71633  0.418
O 1.70625 -0.50761 -0.16332  -0.283
H 3.59082 2.01559 -0.82026  0.286
C -1.35375 0.53594 -5.24149  -0.302
O 2.60304 -1.16539 1.79626  -0.488
O 3.56318 0.48880 0.59661  -0.346
C 3.37781 0.95130 -0.74396  -0.372
O 1.40277 1.39566 -3.46325  -0.587
S -0.15398 -3.30641 2.35626  -0.398
C 2.61944 -0.46469 0.83636  0.590
O 0.87712 0.91303 -5.60196  -0.315
H -0.00475 -0.82466 -6.26931  0.270
H -0.12803 -2.16382 5.26794  0.322
O 0.33765 -1.60518 4.62584  -0.460
H -2.33657 -2.11016 4.71837  0.307
H 0.14764 0.26758 2.72980  0.297
N -2.31245 -1.78957 3.74866  -0.264
C 0.61251 1.03384 -4.27872  0.642
H 1.74323 0.38350 -2.04832  0.060
O -0.66606 0.68815 -3.99883  -0.294
H -1.87231 1.46839 -5.47411  0.278
N -2.19580 0.97719 5.24936  -0.458
C 1.93194 0.62720 -1.00977  0.155
C -0.23153 0.24144 -6.20296  -0.317
O -0.34819 -0.44097 2.28116  -0.380

Computed properties:
- net charge = 0
- frontier orbital gap (eV) = 8.247
- molar mass (g/mol) = 348.226
- largest force on an atom (hartree/bohr) = 0.0846
- highest occupied orbital energy (eV) = -8.0
- SMILES = NOC(=O)NP(O)(O)=S.O=C1OCCO1.O=C1OCCO1

***

No. 3
The following is a quantum chemistry calculation of a 2-piece molecular cluster, C10H12NO5 overall, from the OMol25 dataset.

Each line ends with the Mulliken charge.
CARTESIAN COORDINATES (ANGSTROEM)
C 1.64108 -1.29544 -1.44854  -0.382
H 1.12329 -4.53499 -0.52308  0.495
H -0.91239 2.52419 -0.96474  0.359
H 2.39938 -0.61462 -1.82038  0.449
C 1.87737 -2.65220 -1.21318  0.307
H -1.09786 -3.56743 -0.02450  0.448
C 0.39881 -0.81793 -1.15948  -0.068
H -2.79235 3.49790 0.12166  0.283
H 3.81922 -2.32433 0.09444  0.387
O -1.76682 -1.10041 -0.40268  -0.401
O -0.91038 1.55912 0.87784  -0.268
H -1.20270 3.85897 2.69599  0.272
O -1.69625 1.04401 2.91293  -0.565
N -0.53553 -1.64764 -0.66610  0.297
C -0.77179 2.76243 0.08930  -0.424
C 3.29208 -3.17583 -1.50973  0.268
H 0.17908 0.23402 -1.29560  0.340
C -1.53595 1.85653 2.05313  0.407
O 4.19299 -2.97120 -0.52123  -0.406
H 0.23674 3.15635 0.23244  0.277
H -2.92784 3.43948 2.48356  0.300
C -0.32330 -2.93262 -0.44546  -0.202
C 0.90043 -3.49126 -0.71277  -0.497
O 3.54156 -3.73153 -2.54185  -0.432
C -1.84038 3.70735 0.61216  -0.601
H -1.76070 -0.85417 0.54329  0.363
C -1.92502 3.31531 2.08533  -0.353
H -1.60279 4.75595 0.44727  0.346

Computed properties:
- net charge = +1
- frontier orbital gap (eV) = 8.581
- molar mass (g/mol) = 226.208
- largest force on an atom (hartree/bohr) = 0.0324
- highest occupied orbital energy (eV) = -13.5
- energy relative to the best compared isomer or geometry (same formula, charge and spin) (kJ/mol) = 0.0

***

No. 4
The following is a quantum chemistry calculation of FeN7O21 as an isolated structure, from the OMol25 dataset.

Each line ends with the Mulliken charge.
CARTESIAN COORDINATES (ANGSTROEM)
O 6.02958 5.94878 7.76482  -0.322
O 5.05758 7.41021 11.50926  -0.728
N 8.43345 7.41598 4.85641  1.024
N 11.01391 10.57389 15.28789  0.880
O 8.49541 11.36793 8.16978  -0.760
O 10.58886 6.02972 9.22967  -0.739
N 8.27806 10.28587 7.66949  0.945
O 7.30431 7.19257 4.41261  -0.653
Fe 7.21226 7.51990 7.55534  1.616
O 4.42028 7.00988 9.50399  -0.628
O 10.26774 8.11332 8.83052  -0.580
O 7.67422 9.40886 8.29006  -0.337
N 6.43314 4.75606 8.17586  0.875
O 5.58391 8.00380 6.71326  -0.277
O 9.45490 7.60476 4.24657  -0.733
O 8.57104 7.36509 6.08444  -0.509
O 6.67291 3.89459 7.39613  -0.667
O 9.91827 9.90898 15.64424  -0.630
O 12.04144 9.73175 15.19445  -0.649
O 6.22346 8.06688 9.81682  -0.385
N 9.83555 6.98485 8.95674  0.914
O 8.44661 9.97154 6.44268  -0.604
N 5.24414 7.59467 10.31108  0.882
O 6.31348 4.57897 9.45998  -0.551
O 3.68249 9.06098 6.25406  -0.671
O 5.55414 9.82082 5.54956  -0.537
O 10.93301 11.73526 15.14611  -0.601
N 4.92847 9.04626 6.22888  0.755
O 8.62808 6.74718 8.84888  -0.327

Computed properties:
- 2S+1 = 6
- net charge = -4
- frontier orbital gap (alpha / beta) (eV) = 6.913 / 6.551
- molar mass (g/mol) = 489.873
- largest force on an atom (hartree/bohr) = 0.1805
- highest occupied orbital energy (alpha / beta) (eV) = 2.1 / 2.1

***

No. 5
The following is a quantum chemistry calculation of a 12-piece molecular cluster, C48H121N7O12 overall, from the OMol25 dataset.

Each line ends with the Mulliken charge.
CARTESIAN COORDINATES (ANGSTROEM)
H 2.14227 0.46707 1.39209  0.284
N 4.60452 -4.33923 2.94251  -0.773
H 4.09951 0.78179 -0.81296  0.521
C -2.98282 3.86262 3.19674  -0.901
H -1.48752 7.44705 5.76428  0.401
H 0.23847 2.75059 -1.90669  -0.249
H 2.75733 -1.92412 -10.12583  0.316
H 1.34872 6.76678 -2.32154  0.325
H 1.07662 4.53841 4.98691  0.300
C 3.82742 5.29161 -1.85548  -1.249
O 3.34611 -3.15769 -8.63807  -0.374
N 3.52644 -3.70772 -5.88873  -0.432
N 4.12787 -6.96674 -1.27926  -0.548
C -1.38551 -0.08767 -1.47185  -1.680
H -4.47950 2.48214 4.86939  0.410
H 1.14083 -6.71821 1.13944  0.288
C 2.86925 -4.59942 1.38975  -0.233
H -6.20672 -5.61698 4.81008  0.432
C 4.94408 -3.32842 0.98328  -1.107
H 2.89053 -8.97441 -2.78335  0.391
H -2.17446 -0.06039 -4.93146  0.320
H 0.61872 -1.89832 0.18388  -0.155
H -4.68705 -1.50644 3.38505  0.454
H 4.24170 -7.93365 -1.01053  0.254
H 1.71369 -3.02197 -6.28955  0.149
O 0.62185 1.89815 -2.12569  1.486
C -3.47354 2.65391 5.25230  -1.667
H 1.17526 2.10674 -4.94245  -0.051
H 4.50844 -3.47318 -5.86090  0.233
H 4.61283 -2.16128 -9.85758  0.297
H -1.18927 -4.63868 3.85015  0.408
C -2.27843 -4.62905 3.80847  -0.867
C 0.76269 -1.06396 0.87033  -0.403
H -2.28957 -0.40202 -0.95036  0.378
C -1.47758 2.00435 0.03024  -1.157
H -2.62338 -6.79019 4.19187  0.489
H -2.33894 7.34008 4.31176  0.324
O 2.60326 3.75235 -4.80809  -0.542
C 3.19114 1.38331 -0.84675  -1.976
H 0.83429 9.00692 1.24372  0.282
H -4.93623 -6.47497 5.51723  0.468
H 0.09636 -5.23900 1.58748  0.106
H -1.26121 -0.82555 1.00633  0.098
H 3.95514 -4.76182 -2.79071  0.309
H 2.00938 4.16415 -4.17616  0.137
H -0.54401 0.90395 4.57127  0.512
O -6.22406 -4.70434 2.12470  -0.467
C 2.09750 -0.61843 -1.91445  -1.800
H 1.31191 5.99033 4.20469  0.357
H -0.82963 8.02971 4.20774  0.385
H 1.88555 4.48290 -0.49388  -0.264
C -1.04169 5.03035 -3.00443  -0.760
H 1.60609 2.16604 3.46238  0.364
C 3.87996 -3.62833 2.01665  0.361
C -4.23050 5.04119 4.97933  -1.833
H -4.02576 3.72178 2.91297  0.593
O 1.37216 1.82835 4.33004  -0.612
H -1.10157 1.09723 -7.29003  0.299
H -4.82091 -4.83997 5.60495  0.274
C -4.46447 -2.67994 1.14076  -1.771
C -2.61809 -3.67000 2.63722  -1.114
H 4.85520 -5.18652 2.45326  0.375
C -3.03044 4.10728 4.69201  1.320
C 3.28867 -5.57295 -3.08396  -0.565
H 4.00943 -1.54775 -7.63134  0.412
H 2.51143 -2.29255 -4.19055  -0.241
H 5.56962 -4.16592 0.67445  0.317
H -4.36309 4.35266 -1.28535  0.091
H -0.79277 -0.93550 -1.81528  0.194
C 2.73235 -2.63520 -6.31859  0.380
H -4.01535 -3.31873 0.38028  0.448
N -1.69465 4.64775 5.20419  0.869
H 2.35805 -4.24544 0.49450  0.191
C 1.96065 -0.23673 0.57982  -2.022
H -3.05914 5.88013 2.58078  0.641
H -5.00025 2.53138 -0.30727  0.270
H -4.28161 -2.80479 4.66136  0.296
O -4.87810 3.25295 0.31403  -0.426
C -0.60564 0.71330 -0.37423  2.134
H 5.62807 -2.50317 1.18135  0.335
H 3.53955 -4.17202 -6.78559  0.337
H -0.39840 2.22387 3.34246  -0.114
H 1.05656 -4.22549 -3.66769  0.531
O 0.00323 4.65183 -2.10177  0.163
C -1.50891 0.63410 -5.44413  -0.341
H 0.82030 5.98018 5.91432  0.383
H 2.24036 -1.58694 -7.96625  0.410
H -1.04786 6.11819 -3.07278  0.371
C -0.41007 -0.15333 0.89780  -0.182
C 1.93666 2.67540 -5.47629  -0.409
H -6.69462 -4.21876 2.80616  0.351
H 1.50676 3.04519 -6.40717  0.404
H 3.60060 -3.43772 -10.56009  0.256
C 1.50535 8.72320 0.43299  -0.899
H 4.53162 5.97496 -2.33007  0.465
H -3.52741 2.68736 6.34046  0.469
H -4.21048 5.25385 6.04819  0.402
C 1.94409 0.45209 -0.82441  1.942
C 3.60391 -2.57182 -9.89805  -0.726
C 0.97244 -5.85657 1.78544  -0.643
H -6.02611 4.60345 -0.72776  0.345
C -4.94891 -7.26498 2.97487  -1.898
H 0.14805 5.43043 -1.55918  -0.037
H 3.33109 -2.78131 2.42823  0.307
H -4.70634 5.40234 0.07711  0.233
C 1.37460 -4.23039 -2.62514  -0.506
H -2.51252 -6.28391 2.60334  0.373
C 3.82870 -6.95922 -2.69170  0.148
H -4.60554 -8.14951 3.51134  0.361
H 0.46841 -4.21192 -2.01968  0.352
H 1.87549 9.58365 -0.12442  0.396
H 1.19067 -1.20409 -2.06534  0.319
O 2.05110 -5.45077 -2.35750  -0.394
H -1.69828 0.46931 -2.35505  0.281
C 1.90010 7.13716 -1.45730  -0.965
C -4.49280 -5.82415 3.45052  1.693
H -5.74001 -2.55348 3.74658  0.364
C -4.99417 4.46762 -0.40409  -0.469
C 2.82367 -1.70987 -5.05720  -0.711
O -1.83400 4.93106 6.54937  -0.579
H 3.30382 -6.56472 -0.85567  0.155
C -1.33418 7.20581 4.71243  -1.599
H -2.68939 -4.33440 4.77408  0.441
H 3.88620 -4.76002 3.51439  0.352
H -0.26172 0.44072 1.79958  -0.532
H 2.00056 -3.41421 -2.26441  -0.283
C -0.90560 5.26394 2.91798  -0.778
C -5.11955 -5.60434 4.88755  -1.698
H -5.51370 -2.41976 1.00099  0.442
C -0.87983 5.65708 4.47507  1.010
H -0.43772 2.50938 5.03512  0.183
H -3.85801 -1.77585 1.08661  0.180
H 2.69646 1.95077 -5.76909  0.243
H 2.05488 -0.93808 -5.09467  0.294
N 2.27267 5.23521 0.05772  -0.410
C -2.95323 -5.97290 3.55052  -1.434
H 4.56588 4.63344 -1.39766  0.376
H -1.84403 1.65275 -5.24881  0.283
H 3.72196 -1.17109 -4.75570  0.403
C 3.11573 -2.16989 -7.67991  -0.899
C 0.64176 5.53655 4.93483  -1.633
H -0.52790 0.51398 -4.98446  0.006
H -2.22868 -4.03383 1.68639  0.424
H 3.43999 -5.36872 0.86963  0.167
H -2.43430 2.95051 2.96165  -0.269
C -4.65297 -2.55893 3.66650  -1.656
H -1.52317 4.11500 6.94816  0.372
C -0.03388 1.82495 4.28908  -0.383
H -4.23012 5.96465 4.40027  0.293
C 2.94586 6.13637 -0.86497  0.758
H -2.52610 1.70693 0.04580  0.307
O -1.35767 0.29109 -6.83599  -0.541
H -1.44354 2.83048 -0.68001  0.143
H 3.32975 4.65581 -2.58772  0.097
H 1.53905 5.56802 0.66694  0.253
H -2.24390 -2.67541 2.87989  0.246
H 2.19065 -0.13211 -2.88549  0.282
H -0.19756 4.45835 2.72352  0.205
H 3.09054 -5.60265 -4.15539  0.296
H 4.78445 -7.18715 -3.16358  0.429
H -6.03497 -7.30870 3.05660  0.422
H 2.43371 8.48241 0.95094  0.340
N 0.70717 1.21517 -0.96522  0.525
H 4.36697 -3.10145 0.08688  0.037
C 2.65913 -7.94810 -3.06840  -1.279
H 3.23454 1.90227 -1.80429  0.296
H -1.09989 2.35231 0.99168  -0.196
H 2.47772 7.94069 -1.91424  0.444
H 0.65178 -6.49668 2.60736  0.385
H -4.68495 -7.35819 1.92144  0.446
H 2.83840 -0.88086 0.52744  0.413
C -4.19036 -3.38722 2.47615  1.745
H 1.73508 -7.68053 -2.55593  0.278
O 2.09202 -5.18820 2.30753  -0.448
H -1.99253 4.71153 -2.57739  0.089
H 0.84765 -1.48493 1.87216  0.760
C -2.36914 5.05421 2.40801  -0.792
O 1.03342 7.60515 -0.32454  -0.265
H -0.43185 6.08290 2.37670  0.447
H 3.37769 2.05763 -0.01093  0.475
H -2.29856 4.97452 1.32322  0.086
H 3.51928 6.72802 -0.15136  0.370
H -5.15141 4.49550 4.77378  0.479
H -2.71471 1.92477 4.96833  0.269
H 3.01820 -1.20059 -1.87557  0.527
H 2.45892 -8.01061 -4.13803  0.356
N -4.84981 -4.74056 2.43194  0.157
H -0.97216 4.65518 -4.02546  0.288

Computed properties:
- 2S+1 = 2
- net charge = +1
- frontier orbital gap (alpha / beta) (eV) = 7.930 / 4.120
- molar mass (g/mol) = 988.533
- largest force on an atom (hartree/bohr) = 0.0812
- highest occupied orbital energy (alpha / beta) (eV) = -10.0 / -10.0

***

Which value of largest force on an atom does entry 5 give?
0.0812 hartree/bohr

***

Look up the largest force on an atom of the fourth one.
0.1805 hartree/bohr